Entry from the OMol25 dataset: C4H5N3O in the gas phase at a distorted geometry (ωB97M-V with the def2-TZVPD basis set).

For the HOMO energy, the calculation gives -9.101 eV. Its largest force on an atom is 14.02 eV Å⁻¹. As for the structure (SMILES): [H]/N=C1\NC(=O)NC1=C. Its total energy is -10744.03540 eV. As for the energy relative to the best compared isomer or geometry (same formula, charge and spin): 345.4 kJ/mol. The calculation puts the gap between HOMO and LUMO at 9.04 eV. Its net charge is 0.

```
13
C4H5N3O ωB97M-V with the def2-TZVPD basis set
H 0.85 2.86 -0.21
N 1.34 1.84 0.06
C 0.37 0.91 0.01
N -1.05 1.04 -0.04
C -1.60 -0.03 0.02
O -2.81 -0.05 -0.04
N -0.70 -1.05 0.14
C 0.54 -0.60 -0.10
C 1.64 -1.37 -0.05
H -1.54 1.96 0.24
H -0.91 -2.07 -0.30
H 1.24 -2.53 0.32
H 2.63 -0.91 -0.05
```